# C5H6NO2

2 unconnected molecules or ions with the total composition C5H6NO2 in a non-equilibrium geometry (ωB97M-V/def2-TZVPD, the Open Molecules 2025 dataset).

Geometry (Å):
1 O 0.736 1.503 1.006
2 O 2.261 -0.243 0.695
3 N -0.430 -1.158 -0.442
4 C 0.412 2.753 0.247
5 C 0.101 -2.245 -1.130
6 C -0.501 -2.808 -0.069
7 C -1.564 -1.821 0.041
8 C 1.474 0.587 0.757
9 H -2.286 -1.934 -0.744
10 H 1.072 -2.385 -1.639
11 H -0.711 3.093 0.543
12 H 1.081 3.654 0.562
13 H 0.352 2.611 -0.828
14 H -1.998 -1.608 1.003

Results
- frontier orbital gap (spin up / spin down) (eV) = 7.5 / 7.5
- energy relative to the best compared isomer or geometry (same formula, charge and spin) (kJ/mol) = 601.0
- charge = +1
- F_max (eV/Å) = 4.598
- highest occupied orbital energy (spin up / spin down) (eV) = -12.146 / -12.146
- LUMO level (spin up / spin down) (eV) = -4.616 / -4.616

Mulliken population analysis, charges in e, atoms 1 to 5: O -0.16; O -0.15; N -0.32; C -0.55; C 0.05


# C3H10N4

A molecular structure, C3H10N4 in a non-equilibrium geometry (ωB97M-V/def2-TZVPD, the Open Molecules 2025 dataset).

Geometry (Å):
1 N -1.293 0.509 1.169
2 N -0.605 -1.206 -0.319
3 N 0.504 -0.989 1.720
4 N 0.138 -2.405 -0.525
5 C 0.470 2.180 -1.287
6 C -0.342 -0.478 0.923
7 C 0.830 0.921 -1.069
8 H 0.732 -0.390 2.505
9 H 1.048 -2.088 -0.861
10 H -1.468 1.141 0.400
11 H -1.599 -1.402 -0.440
12 H -0.561 2.458 -1.496
13 H 1.152 3.017 -1.163
14 H 1.867 0.725 -0.806
15 H -1.135 1.018 2.027
16 H 0.315 -2.808 0.398
17 H -0.053 -0.203 -1.177

Results
- frontier orbital gap (eV) = 9.4
- energy relative to the best compared isomer or geometry (same formula, charge and spin) (kJ/mol) = 331.7
- F_max (eV/Å) = 4.274
- highest occupied orbital energy (eV) = -8.569
- LUMO level (eV) = 0.872

Mulliken population analysis, charges in e, atoms 1 to 5: N -0.46; N -0.14; N -0.69; N -0.74; C -0.63


# CH4O4P2

2 unconnected molecules or ions with the total composition CH4O4P2 in a non-equilibrium geometry (ωB97M-V/def2-TZVPD, the Open Molecules 2025 dataset).

Geometry (Å):
1 P -1.188 -1.335 -0.025
2 P 1.582 -0.055 0.000
3 O -1.539 0.267 0.175
4 O 2.176 0.282 -1.329
5 O 0.530 -1.394 -0.115
6 O 2.491 -0.187 1.189
7 C 0.249 1.187 0.411
8 H 0.102 2.196 -0.055
9 H -3.215 -0.896 -0.313
10 H -1.338 -1.293 -1.419
11 H 0.149 1.230 1.479

Results
- frontier orbital gap (spin up / spin down) (eV) = 5.6 / 5.6
- energy relative to the best compared isomer or geometry (same formula, charge and spin) (kJ/mol) = 370.7
- charge = -2
- F_max (eV/Å) = 4.006
- highest occupied orbital energy (spin up / spin down) (eV) = 1.305 / 1.299
- LUMO level (spin up / spin down) (eV) = 6.913 / 6.913

Mulliken population analysis, charges in e, atoms 1 to 5: P -0.71; P 0.80; O -0.41; O -0.77; O -0.34


# H3S2

2 unconnected molecules or ions with the total composition H3S2 (ωB97M-V/def2-TZVPD, the Open Molecules 2025 dataset).

Geometry (Å):
1 S -0.223 -1.712 -0.182
2 S 0.216 1.735 0.115
3 H 0.133 -0.334 -0.169
4 H -0.975 2.128 0.604
5 H 1.003 -2.207 0.047

Results
- frontier orbital gap (eV) = 6.8
- energy relative to the best compared isomer or geometry (same formula, charge and spin) (kJ/mol) = 5.8
- charge = -1
- F_max (eV/Å) = 0.355
- highest occupied orbital energy (eV) = -3.004
- LUMO level (eV) = 3.794

List of Mulliken charges in e, atom by atom: S -0.38; S -0.80; H 0.12; H -0.02; H 0.08


Among the records above, which one has the highest energy relative to the best compared isomer or geometry (same formula, charge and spin)?
C5H6NO2


Which of these has the highest energy relative to the best compared isomer or geometry (same formula, charge and spin)?
C5H6NO2


What is the F_max in the third record?
4.006 eV/Å